*1*
{"formula": "CH8O2S2", "method": "ωB97M-V/def2-TZVPD", "elements": ["C", "S", "S", "H", "H", "H", "H", "H", "H", "O", "H", "H", "O"], "coordinates": [[-0.969, -1.065, -1.267], [-1.746, -2.632, -1.704], [-1.022, -3.687, -0.137], [0.043, -1.181, -1.344], [-1.384, -0.835, -0.249], [-1.340, -0.359, -2.026], [0.364, -3.527, -0.220], [4.333, 5.701, 5.337], [5.638, 5.252, 4.920], [4.813, 4.918, 5.094], [0.208, 6.012, -0.211], [1.244, 6.529, -1.145], [0.312, 6.319, -1.095]], "lumo_energy_ev": 0.64, "homo_lumo_gap_ev": 9.24, "e_homo_ev": -8.6, "smiles": "CSS.O.O"}

***

*2*
{"formula": "CH8O2S2", "method": "ωB97M-V/def2-TZVPD", "elements": ["C", "S", "S", "H", "H", "H", "H", "H", "H", "O", "H", "H", "O"], "coordinates": [[-1.951, -2.288, -0.617], [-0.815, -1.366, -1.652], [1.006, -2.315, -1.503], [-2.793, -1.634, -0.369], [-1.553, -2.628, 0.339], [-2.308, -3.108, -1.246], [1.595, -1.338, -0.767], [2.705, 0.867, 2.656], [3.334, 2.325, 2.871], [2.903, 1.710, 2.241], [-0.870, 2.463, -0.514], [-0.223, 3.925, -0.719], [-1.031, 3.386, -0.718]], "lumo_energy_ev": 0.44, "homo_lumo_gap_ev": 9.43, "e_homo_ev": -9.0, "smiles": "CSS.O.O"}

***

Most favorable structure: *2*. The second most favorable one is 0.301 eV above it.

***

*1*
{"formula": "C5H20FO5V", "method": "ωB97M-V/def2-TZVPD", "elements": ["V", "F", "C", "O", "H", "H", "H", "H", "C", "O", "H", "H", "H", "H", "C", "O", "H", "H", "H", "H", "C", "O", "H", "H", "H", "H", "C", "O", "H", "H", "H", "H"], "coordinates": [[-0.180, -1.333, -0.895], [-0.078, 0.340, 0.225], [-1.131, 1.190, -2.726], [-0.907, -0.213, -2.697], [-1.774, 1.419, -1.874], [-0.205, 1.747, -2.558], [-1.616, 1.617, -3.601], [-0.846, -0.631, -3.564], [2.238, -1.869, 1.257], [1.504, -2.307, 0.107], [3.336, -1.855, 1.202], [1.991, -0.854, 1.548], [2.136, -2.608, 2.058], [1.878, -3.170, -0.121], [2.158, -0.645, -3.214], [1.598, -0.559, -1.884], [1.541, -0.129, -3.950], [3.212, -0.390, -3.242], [2.086, -1.703, -3.484], [1.922, 0.263, -1.494], [-1.642, -1.006, 3.173], [-3.035, -1.219, 2.886], [-1.135, -0.291, 2.512], [-1.597, -0.750, 4.231], [-1.131, -1.938, 2.917], [-3.395, -0.382, 2.580], [-1.378, 3.054, 1.967], [-0.176, 2.904, 1.335], [-1.370, 3.887, 2.671], [-2.199, 3.273, 1.248], [-1.700, 2.156, 2.519], [-0.106, 2.007, 0.870]], "lumo_energy_ev": [-7.13, -12.19], "homo_lumo_gap_ev": [8.68, 3.62], "e_homo_ev": [-15.8, -15.8], "spin_multiplicity": 5, "charge": 2, "s_squared": 6.008}

***

*2*
{"formula": "C5H20FO5V", "method": "ωB97M-V/def2-TZVPD", "elements": ["V", "F", "C", "O", "H", "H", "H", "H", "C", "O", "H", "H", "H", "H", "C", "O", "H", "H", "H", "H", "C", "O", "H", "H", "H", "H", "C", "O", "H", "H", "H", "H"], "coordinates": [[-1.171, -0.236, -1.742], [-0.394, 0.217, 0.097], [-0.857, 2.787, -2.083], [-0.432, 1.510, -2.656], [-0.828, 2.639, -1.002], [-0.158, 3.559, -2.384], [-1.903, 2.999, -2.301], [0.009, 1.694, -3.496], [-2.526, -2.375, 0.236], [-1.900, -2.187, -1.060], [-3.606, -2.356, 0.096], [-2.229, -3.322, 0.684], [-2.218, -1.583, 0.911], [-2.016, -3.000, -1.566], [0.317, 2.054, 2.821], [0.719, 2.242, 1.492], [0.381, 1.002, 3.157], [0.968, 2.641, 3.464], [-0.722, 2.419, 2.893], [0.166, 1.633, 0.943], [1.649, -1.371, 2.213], [0.263, -1.331, 2.343], [2.000, -1.926, 1.332], [2.125, -0.386, 2.047], [2.139, -1.753, 3.105], [-0.079, -0.707, 1.678], [1.917, -0.502, -1.786], [0.700, -1.259, -2.026], [2.621, -0.668, -2.600], [1.757, 0.569, -1.737], [2.319, -0.847, -0.836], [0.985, -2.154, -2.241]], "lumo_energy_ev": [-7.07, -11.90], "homo_lumo_gap_ev": [9.30, 4.41], "e_homo_ev": [-16.4, -16.3], "spin_multiplicity": 5, "charge": 2, "s_squared": 6.010}

***

Most favorable structure: *2*. The second most favorable one is 1.061 eV above it.

***

*1*
{"formula": "CH5N3", "method": "ωB97M-V/def2-TZVPD", "elements": ["N", "C", "N", "N", "H", "H", "H", "H", "H"], "coordinates": [[0.176, 0.042, 1.475], [0.077, 0.171, 0.159], [-0.387, -0.976, -0.644], [-0.193, 1.223, -0.464], [0.478, -0.897, 1.515], [0.529, 0.898, 1.998], [0.420, -1.144, -1.212], [-0.985, -0.596, -1.363], [-0.115, 1.279, -1.464]], "lumo_energy_ev": 0.81, "homo_lumo_gap_ev": 9.32, "e_homo_ev": -8.5, "smiles": "N=C(N)N"}

***

*2*
{"formula": "CH5N3", "method": "ωB97M-V/def2-TZVPD", "elements": ["N", "C", "N", "N", "H", "H", "H", "H", "H"], "coordinates": [[0.500, -0.580, -1.119], [-0.098, 0.046, -0.042], [0.669, 0.030, 1.128], [-1.289, 0.488, -0.058], [1.428, -0.239, -1.345], [-0.083, -0.472, -1.939], [1.639, -0.216, 1.039], [0.463, 0.844, 1.678], [-1.969, 0.165, 0.616]], "lumo_energy_ev": 0.89, "homo_lumo_gap_ev": 9.53, "e_homo_ev": -8.6, "smiles": "N=C(N)N"}

***

Most favorable structure: *2*. The second most favorable one is 1.151 eV above it.

***

*1*
{"formula": "CH5N3", "method": "ωB97M-V/def2-TZVPD", "elements": ["C", "H", "H", "H", "H", "H", "N", "N", "N"], "coordinates": [[-0.039, 0.193, -0.019], [1.437, -0.478, -1.366], [0.805, -1.807, -0.478], [-1.153, -1.474, 0.673], [-1.390, -0.018, 1.633], [1.077, 1.486, -0.431], [0.800, -0.780, -0.637], [-1.088, -0.457, 0.587], [0.210, 1.399, 0.062]], "lumo_energy_ev": 0.82, "homo_lumo_gap_ev": 9.93, "e_homo_ev": -9.1, "smiles": "N=C(N)N"}

***

*2*
{"formula": "CH5N3", "method": "ωB97M-V/def2-TZVPD", "elements": ["C", "H", "H", "H", "H", "H", "N", "N", "N"], "coordinates": [[-0.065, 0.065, 0.737], [0.065, 1.565, -1.558], [-1.260, 0.657, -1.754], [1.062, -0.619, -0.770], [-0.662, 0.940, 0.866], [0.687, -1.507, 1.715], [-0.239, 0.642, -1.656], [0.227, -0.162, -0.546], [0.083, -0.683, 1.785]], "lumo_energy_ev": 1.03, "homo_lumo_gap_ev": 10.22, "e_homo_ev": -9.2, "smiles": "[H]/N=C\\NN"}

***

Most favorable structure: *1*. The second most favorable one is 1.044 eV above it.